[1]
A cluster of 2 separate species, C8H15F2N3 in total. Source: OMol25; level of theory: wB97M-V/def2-TZVPD.

```
28
Properties=species:S:1:pos:R:3:forces:R:3:lowdin_charge:R:1
C 2.0229 1.3887 0.1246 -0.1525 -0.3254 -0.4283 -0.011
C 1.4360 0.7623 -0.9367 0.9888 0.9830 0.3705 -0.063
C 0.8974 0.5713 2.2484 0.4746 0.2304 -0.0210 -0.079
C 1.9267 1.1316 1.5264 -0.3214 -0.3999 0.2218 -0.229
C 0.7965 -0.4745 -1.0395 -4.2428 -1.4036 -1.2954 -0.077
C -3.5119 -1.6784 -1.7794 0.3000 -0.0768 0.3201 0.051
C -1.2913 -0.6375 -1.9929 3.0926 0.5153 1.0671 0.201
C -2.1544 -1.4739 -1.1222 -0.4911 -0.1906 0.0976 -0.625
N 1.1638 -1.6625 -0.7440 0.6557 -0.1531 0.2688 0.244
N -0.2418 0.0981 1.7758 -0.0288 0.0281 -0.1676 0.171
N 3.0226 1.7367 2.3315 0.0908 0.1251 0.0734 0.228
F -1.5423 -2.6701 -0.8584 0.1382 -0.2054 -0.2663 0.069
F -2.2838 -0.8938 0.1136 -0.1209 0.3015 -0.0498 0.061
H 2.6268 2.2514 -0.1358 -0.0828 0.1927 -0.1122 0.132
H 1.4612 1.2841 -1.8893 0.0567 0.0582 -0.0160 0.138
H 1.0042 0.5198 3.3273 -0.0739 -0.0329 0.0370 0.150
H -4.1362 -2.2647 -1.1071 0.0120 -0.0157 0.0570 0.115
H -3.3955 -2.2184 -2.7145 0.0334 -0.0320 -0.0658 0.110
H -3.9895 -0.7206 -1.9664 -0.0197 0.0752 0.0063 0.109
H -1.5486 0.4081 -2.0528 -0.0673 0.1391 -0.0413 0.110
H -0.9680 -1.0997 -2.9125 -0.0089 -0.0442 -0.1839 0.111
H 2.0988 -1.8847 -0.3987 -0.0302 0.1573 -0.0096 0.168
H 0.5528 -2.4653 -0.8860 -0.0960 0.2159 0.0213 0.135
H -0.9778 -0.2037 2.3981 0.0843 0.0244 -0.0316 0.142
H -0.4995 0.2236 0.8076 -0.1369 -0.0914 0.1593 0.082
H 2.9146 1.5001 3.3292 0.1642 0.1218 -0.3054 0.179
H 3.0267 2.7681 2.2599 0.0302 -0.2895 0.0828 0.191
H 3.9503 1.4037 2.0272 -0.2487 0.0926 0.2113 0.188
```
Forces are in eV/Å.

Results
**Strongest force on any atom**: 4.7 eV Å⁻¹
**HOMO-LUMO gap**: 7.689 eV
**Net charge**: +2
**ΔE to the lowest compared entry with this formula, charge and spin**: 0.0 kJ/mol
**Spin multiplicity**: 1
**DFT total energy**: -677.1348 a.u.

***

[2]
The molecule CH3Cl2OP. Source: OMol25; level of theory: wB97M-V/def2-TZVPD.

```
8
Properties=species:S:1:pos:R:3:forces:R:3:lowdin_charge:R:1
O -0.0016 -1.5477 0.5249 -0.8955 -1.8159 0.5639 -0.156
C 0.1173 -0.1900 0.7180 4.0542 0.7899 -2.1384 -0.547
P 0.1738 0.4580 -1.0467 -0.5994 0.3280 0.9951 0.163
Cl -1.8027 0.4768 -1.4675 -0.7967 -0.1803 -0.4258 0.166
Cl 0.4416 2.4599 -0.7837 0.3115 0.3279 0.1410 0.150
H 0.2304 -1.8217 -0.3697 0.0845 0.0205 0.0396 0.050
H -0.4174 0.1415 1.5787 -0.7229 0.5109 0.1144 0.088
H 1.2586 0.0232 0.8461 -1.4356 0.0190 0.7103 0.085
```
Forces are in eV/Å.

Results
**Strongest force on any atom**: 4.7 eV Å⁻¹
**HOMO-LUMO gap**: 10.266 eV
**ΔE to the lowest compared entry with this formula, charge and spin**: 184.5 kJ/mol
**Spin multiplicity**: 1
**SMILES**: OCP(Cl)Cl
**DFT total energy**: -1376.8919 a.u.

***

[3]
A cluster of 2 separate species, C3H4ClN in total. Source: OMol25; level of theory: wB97M-V/def2-TZVPD.

```
9
Properties=species:S:1:pos:R:3:forces:R:3:lowdin_charge:R:1
C 0.3440 -1.3449 -0.0166 0.3003 -0.2505 -0.5491 -0.416
C -0.9719 -0.9985 0.0035 -0.9645 0.5244 -1.3826 0.000
C 0.3586 1.5261 -0.0167 1.0490 -1.0732 0.4906 -0.447
N 1.5102 -1.4370 -0.0182 -0.2864 -1.2123 -0.0555 0.030
Cl 1.9160 0.9626 0.0066 0.8502 1.0212 -0.0864 0.708
H -1.6954 -0.9088 -0.8454 1.3792 -0.2751 0.5002 0.081
H -1.4671 -1.0121 0.9310 -0.3835 0.0709 1.1955 0.038
H -0.1214 1.1621 0.8693 -0.9893 0.9774 -0.0379 -0.005
H 0.1270 2.0506 -0.9135 -0.9551 0.2173 -0.0747 0.010
```
Forces are in eV/Å.

Results
**Strongest force on any atom**: 1.8 eV Å⁻¹
**HOMO-LUMO gap (spin up / spin down)**: 8.653 / 7.388 eV
**ΔE to the lowest compared entry with this formula, charge and spin**: 376.8 kJ/mol
**Spin multiplicity**: 1
**DFT total energy**: -631.4941 a.u.

***

[4]
A cluster of 2 separate species, C10H13O3PS in total. Source: OMol25; level of theory: wB97M-V/def2-TZVPD.

```
28
Properties=species:S:1:pos:R:3:forces:R:3:lowdin_charge:R:1
C 3.4756 0.5742 1.1416 -0.5105 -2.1314 0.9652 -0.098
C 2.7016 0.0399 -0.0160 -0.9558 -0.5857 -0.0532 -0.106
C 1.4792 -0.4951 0.1572 -1.7593 -0.3224 0.6357 -0.294
C 0.6769 -0.5088 1.4080 3.2276 -0.1941 1.6853 -0.062
C -0.6109 -0.8848 1.4737 -1.2997 1.3933 1.5955 -0.092
C -1.3789 -1.2749 0.3089 -2.5695 -0.1109 2.9471 -0.287
C -2.7714 -1.4705 0.3860 1.4355 -0.7755 -1.0688 -0.447
O -3.5434 -1.2895 1.4449 0.0187 -0.0703 0.4664 0.106
O -3.4610 -1.9700 -0.6634 0.1452 0.1526 0.0638 0.091
C -0.6397 -1.3148 -0.8561 -0.5790 -1.6762 -2.7380 -0.096
C 0.6574 -1.0212 -0.9124 1.6351 1.3797 -3.3196 -0.077
H 3.0637 1.4694 1.4629 -0.2557 2.5209 0.0930 0.049
H 4.5306 0.5867 1.0032 0.7519 0.3338 -0.1495 0.062
H 3.2660 0.0211 2.1096 0.4984 -0.2045 -1.2719 0.084
H 2.9698 0.1117 -1.0788 0.6518 0.0389 0.6341 0.107
H 1.3670 -0.3578 2.3515 -2.1638 0.0797 -1.5936 0.133
H -1.1276 -0.6217 2.4621 0.7254 -0.9299 -1.2469 0.132
H -3.0072 -0.9699 2.1830 -0.0927 0.0857 -0.0267 0.110
H -4.3887 -2.2308 -0.4778 0.8807 0.5415 0.3787 0.147
H -1.2107 -1.7320 -1.7239 0.9070 0.7571 0.4215 0.141
H 1.1339 -0.8868 -1.9568 -0.7424 -0.8347 1.5761 0.135
C 0.1415 2.1556 -2.1307 -3.0007 -3.4870 0.2146 -0.152
O 0.0316 2.4943 -0.7796 -0.4433 0.5124 1.3928 -0.547
P -1.0669 2.1792 0.3594 -1.2308 -0.2458 -0.8607 0.536
S -2.7732 1.4545 -0.3419 1.7109 0.9574 0.4247 0.220
H -0.8270 1.5620 -2.4884 1.7327 1.7746 0.4649 0.106
H 0.8817 1.4000 -2.1441 1.0908 -0.6483 -0.3942 0.040
H 0.4298 2.9800 -2.6821 0.1913 1.6892 -1.2361 0.061
```
Forces are in eV/Å.

Results
**Strongest force on any atom**: 4.6 eV Å⁻¹
**HOMO-LUMO gap (spin up / spin down)**: 6.481 / 6.482 eV
**ΔE to the lowest compared entry with this formula, charge and spin**: 0.0 kJ/mol
**Spin multiplicity**: 1
**SMILES**: CC=c1ccc(=C(O)O)cc1.COP=S
**DFT total energy**: -1354.0281 a.u.